[1]
C4H6F3NO2 | wB97M-V/def2-TZVPD

Geometry as XYZ:
```
16
Properties=species:S:1:pos:R:3
F -3.180 -0.922 0.744
F -2.144 1.718 1.231
F -1.877 -1.130 -1.031
O 1.264 -0.576 1.523
O -3.036 0.839 -0.723
N 0.790 -1.375 -0.543
C -2.468 -0.236 -0.172
C 2.460 0.437 -0.258
C -1.880 1.086 0.036
C 1.435 -0.634 0.229
H 3.436 -0.087 -0.409
H -0.826 1.333 -0.279
H 2.586 1.163 0.492
H 1.947 0.921 -1.154
H 0.477 -1.072 1.812
H 1.017 -1.465 -1.500
```

Computed properties:
- Electronic energy: -17980.8893 eV
- Kohn-Sham gap: 10.60 eV
- HOMO level: -0.3665 Ha
- SMILES: F[C@@H]1OC1(F)F.[H]/N=C(\C)O

Löwdin population analysis, charges in e, atoms 1 to 5: F 0.15; F 0.05; F 0.10; O 0.08; O 0.20

***

[2]
C34H31Cl5CrN3O2SeTe | wB97M-V/def2-TZVPD

Geometry as XYZ:
```
78
Properties=species:S:1:pos:R:3
Te -0.064 -1.474 -0.068
Se -2.205 2.182 1.465
Cr -0.083 2.533 0.039
Cl -2.189 7.658 -1.713
Cl -0.857 9.868 0.065
Cl -1.557 4.647 -1.186
Cl 1.723 5.968 2.830
Cl 1.110 9.011 2.348
O 0.382 4.210 0.965
O 0.151 -0.166 -2.894
N -0.017 0.673 -0.705
N -2.046 -0.550 2.354
N -0.631 0.701 3.378
C 0.220 0.723 -2.040
C 4.177 -1.933 -0.995
C -2.201 -5.991 0.095
C -3.108 -0.982 1.448
C -2.380 -2.923 -2.133
C 0.616 2.123 -2.474
C -1.591 0.713 2.435
C -2.929 -7.303 0.254
C -0.860 -3.543 -0.156
C 0.073 2.716 -3.610
C 0.655 6.470 1.567
C 4.187 -2.892 -1.997
C 1.322 4.733 -3.164
C 0.145 1.875 3.781
C 0.089 5.456 0.771
C 2.984 -1.487 -0.430
C 3.023 -0.492 0.709
C -1.915 -3.851 -1.024
C -1.097 7.221 -0.450
C -0.506 8.201 0.338
C 1.892 4.142 -2.056
C 1.542 2.835 -1.703
C -1.127 -5.676 0.924
C -2.569 -5.076 -0.879
C 0.370 7.813 1.355
C -0.445 -4.468 0.820
C -0.477 -0.582 3.880
C -1.366 -1.363 3.242
C 1.791 -2.975 -1.932
C 1.787 -2.025 -0.917
C 0.753 -4.244 1.720
C -0.808 5.884 -0.229
C 2.992 -3.418 -2.466
C 0.424 4.009 -3.950
H -1.559 -2.422 3.325
H -2.937 -0.554 0.465
H 0.918 1.553 4.473
H 0.855 -3.370 -2.305
H -0.006 4.467 -4.834
H 0.908 -3.190 1.947
H -0.616 2.141 -4.217
H 1.579 5.752 -3.429
H -2.281 -8.143 -0.006
H 2.623 4.681 -1.465
H 2.134 2.311 -0.960
H -2.539 -3.485 -3.056
H 0.600 2.354 2.925
H 2.770 -0.984 1.652
H 5.114 -1.519 -0.639
H -0.502 2.607 4.257
H 2.301 0.312 0.561
H -3.333 -2.449 -1.876
H -1.661 -2.133 -2.342
H 2.991 -4.168 -3.248
H -4.076 -0.644 1.808
H -3.089 -2.068 1.385
H 5.130 -3.228 -2.412
H 1.662 -4.606 1.232
H 0.639 -4.785 2.661
H -3.251 -7.448 1.286
H -3.810 -7.346 -0.387
H -3.388 -5.317 -1.551
H -0.813 -6.394 1.677
H 4.017 -0.056 0.812
H 0.240 -0.819 4.650
```

Computed properties:
- Electronic energy: -207999.8292 eV
- Kohn-Sham gap (spin up / spin down): 7.06 / 7.20 eV
- 2S+1: 6
- HOMO level (spin up / spin down): -0.2542 / -0.2924 Ha

Löwdin population analysis, charges in e, atoms 1 to 5: Te 1.71; Se 0.76; Cr 0.41; Cl 0.69; Cl 0.66

***

The evaluated molar mass for the records listed, in turn: 157.091 949.462 g mol⁻¹.